Below is a cluster of 2 separate species, C2H5FIN in total at a distorted geometry, with properties calculated with the ωB97M-V functional and the def2-TZVPD basis.

Positions of all 10 atoms, in Å:
C -1.11 -0.13 0.76
C 1.22 0.55 -0.71
N -0.65 -0.29 -0.59
F 1.09 1.34 0.34
I 2.62 -0.96 -0.52
H -1.23 1.00 0.98
H -2.24 -0.55 0.53
H -0.75 -0.84 1.48
H 1.58 1.13 -1.51
H -0.53 -1.27 -0.76

Computed properties:
Highest occupied orbital energy (alpha / beta) (eV): -8.7 / -8.7
Charge: 0

In the Löwdin picture, each atom carries the following charge in e: -0.232 -0.711 -0.089 -0.094 0.812 0.099 0.135 0.052 0.009 0.019

***

Below is a structure of composition C2H5FIP at a distorted geometry, with properties calculated with the ωB97M-V functional and the def2-TZVPD basis.

Positions of all 10 atoms, in Å:
C 0.11 -1.00 -0.48
C 0.89 0.05 0.31
F 0.76 -0.22 1.77
P 0.31 1.79 -0.02
I 3.02 -0.08 -0.05
H 0.09 -0.69 -1.49
H 0.71 -1.94 -0.40
H -0.98 -1.20 -0.20
H 1.04 2.03 1.09
H -0.79 1.46 0.66

Computed properties:
Highest occupied orbital energy (eV): -9.8
Charge: 0

In the Löwdin picture, each atom carries the following charge in e: -0.197 -1.173 -0.212 0.820 0.788 0.042 0.061 0.111 -0.122 -0.118

***

The energy above the lowest of the compared OMol25 structures with the same formula, charge and spin results, record by record, are as follows: 324.6 190.2 kJ/mol.